Entry 1:
DFT (the ωB97M-V functional and the def2-TZVPD basis) results for 6 unconnected molecules or ions with the total composition C56H60BrF13N4O14S at a distorted geometry.

Last column: Mulliken charge in e.
Element x y z (Å)
1 C 0.74 3.65 7.11  -1.0387
2 C 1.93 4.46 6.53  1.3587
3 C 1.67 5.83 6.10  -0.9001
4 C 2.73 6.68 5.58  -0.6299
5 C 4.06 6.10 5.46  -0.6110
6 C 4.30 4.75 5.87  -0.8354
7 C 3.26 3.88 6.42  0.2262
8 C 3.70 2.46 6.87  -0.6109
9 C 2.96 1.28 6.15  0.6539
10 C 3.32 -0.05 6.97  -1.6524
11 C 2.67 -0.13 8.40  0.9985
12 N 3.65 0.18 9.48  -0.6873
13 N 1.42 0.65 8.56  -0.4705
14 N 2.31 -1.57 8.61  -0.7542
15 O 3.44 1.06 4.82  -0.0637
16 C 2.47 0.40 4.02  -0.4692
17 C 2.76 0.44 2.47  1.6088
18 C 4.08 1.31 2.26  -1.8376
19 C 3.86 2.86 2.38  -0.1451
20 C 3.82 3.64 1.03  -0.7897
21 O 3.16 4.89 1.30  -0.5768
22 C 1.49 1.11 1.80  -1.1337
23 C 1.53 1.09 0.23  -1.6920
24 C 0.77 2.27 -0.47  0.9250
25 F 0.78 3.45 0.26  -0.3122
26 F 1.57 2.59 -1.59  -0.4118
27 C -0.63 1.93 -1.07  -0.1808
28 F -0.50 0.83 -1.90  -0.1856
29 F -1.01 2.95 -1.91  -0.3315
30 C -1.78 1.54 -0.05  0.7894
31 F -1.41 0.37 0.57  -0.1557
32 F -2.83 1.16 -0.88  -0.3092
33 C -2.16 2.64 0.99  0.6806
34 F -2.01 3.91 0.52  -0.2524
35 F -1.24 2.54 2.01  -0.2055
36 S -3.86 2.53 1.79  1.2652
37 F -4.63 2.84 0.41  -0.2281
38 F -3.97 0.93 1.65  -0.2781
39 F -3.19 2.29 3.27  -0.3184
40 F -3.76 4.14 2.12  -0.3484
41 F -5.31 2.53 2.52  -0.3144
42 O 3.08 -0.83 1.88  -0.4113
43 C 2.06 -1.80 2.04  -0.4605
44 Br 2.85 -3.23 3.22  -0.1747
45 C 1.76 -2.53 0.67  -0.8212
46 C 0.55 -3.53 0.77  0.0668
47 O -0.23 -3.39 1.96  -0.4478
48 C 0.97 -5.06 0.67  -0.3273
49 N -0.06 -5.86 -0.03  -0.6053
50 H 0.40 2.84 6.42  0.2385
51 H -0.13 4.36 7.19  0.4408
52 H 0.93 3.29 8.15  0.0561
53 H 0.67 6.31 6.18  0.2827
54 H 2.56 7.73 5.28  0.3571
55 H 4.91 6.71 5.07  0.3574
56 H 5.33 4.35 5.79  0.2802
57 H 3.60 2.42 7.98  0.2223
58 H 4.80 2.36 6.66  0.5345
59 H 1.87 1.50 6.20  0.0933
60 H 4.43 -0.01 7.11  0.4483
61 H 3.03 -0.98 6.42  0.1380
62 H 4.44 0.69 9.10  0.2604
63 H 3.19 0.72 10.22  0.2956
64 H 0.75 0.10 9.10  0.2565
65 H 1.58 1.53 9.06  0.1946
66 H 1.44 -1.74 8.09  0.3039
67 H 2.15 -1.68 9.62  0.3402
68 H 2.34 -0.64 4.44  -0.3297
69 H 1.47 0.90 4.20  0.2635
70 H 4.93 0.92 2.86  0.5508
71 H 4.37 1.11 1.18  0.4866
72 H 4.76 3.26 2.94  0.5090
73 H 2.99 3.12 3.04  0.0663
74 H 4.86 3.92 0.69  0.3768
75 H 3.36 3.07 0.18  0.3188
76 H 3.08 5.41 0.48  0.3220
77 H 1.29 2.12 2.24  1.0997
78 H 0.59 0.50 2.09  0.8835
79 H 2.59 1.03 -0.11  0.9784
80 H 1.00 0.16 -0.10  -0.0789
81 H 1.15 -1.47 2.57  0.4163
82 H 1.70 -1.83 -0.19  0.4287
83 H 2.67 -3.16 0.48  0.3776
84 H -0.14 -3.33 -0.10  0.3715
85 H -1.12 -3.76 1.84  0.4082
86 H 0.98 -5.42 1.73  0.2486
87 H 2.00 -5.21 0.28  0.2849
88 H -0.87 -5.30 -0.30  0.2374
89 H -0.33 -6.66 0.54  0.2668
90 O -5.63 5.54 -4.13  -0.5349
91 C -6.43 5.42 -3.23  0.2481
92 C -7.87 5.73 -3.43  -0.3850
93 C -8.75 5.61 -2.44  -0.3839
94 C -8.33 5.15 -1.09  0.2533
95 O -9.13 5.04 -0.19  -0.5397
96 C -6.89 4.85 -0.89  -0.1948
97 C -6.01 4.97 -1.88  -0.2552
98 H -8.16 6.06 -4.42  0.4073
99 H -9.80 5.83 -2.57  0.4082
100 H -6.60 4.52 0.10  0.4367
101 H -4.96 4.75 -1.75  0.5047
102 O 0.30 -2.85 -4.27  -0.5745
103 C 0.25 -1.91 -5.05  0.2607
104 C 0.72 -2.04 -6.44  -0.4235
105 C 0.66 -1.01 -7.29  -0.4001
106 C 0.12 0.30 -6.87  0.2816
107 O 0.06 1.23 -7.64  -0.5475
108 C -0.36 0.42 -5.47  -0.3385
109 C -0.30 -0.60 -4.63  -0.3422
110 H 1.12 -3.01 -6.73  0.4966
111 H 1.01 -1.09 -8.31  0.4721
112 H -0.75 1.39 -5.18  0.4909
113 H -0.64 -0.53 -3.61  0.6007
114 O 0.21 -4.66 -8.67  -0.5387
115 C -0.99 -4.58 -8.88  0.5537
116 C -1.50 -4.11 -10.18  -0.2370
117 C -2.81 -4.01 -10.41  -0.3824
118 C -3.80 -4.37 -9.37  0.3112
119 O -5.00 -4.28 -9.58  -0.5551
120 C -3.29 -4.84 -8.07  -0.4377
121 C -1.98 -4.93 -7.84  -0.2835
122 H -0.76 -3.85 -10.93  0.3192
123 H -3.21 -3.67 -11.36  0.4331
124 H -4.02 -5.09 -7.32  0.4167
125 H -1.58 -5.27 -6.89  0.4704
126 O -5.67 -3.04 7.12  -0.5458
127 C -4.97 -3.24 6.14  0.2619
128 C -4.93 -4.57 5.48  -0.3688
129 C -4.17 -4.78 4.41  -0.3624
130 C -3.33 -3.70 3.84  0.2276
131 O -2.64 -3.90 2.86  -0.5230
132 C -3.37 -2.38 4.49  -0.3708
133 C -4.14 -2.16 5.56  -0.3865
134 H -5.55 -5.34 5.91  0.4051
135 H -4.13 -5.74 3.91  0.4287
136 H -2.75 -1.60 4.06  0.6374
137 H -4.18 -1.20 6.06  0.4581
138 O 5.41 -4.99 -13.59  -0.5406
139 C 4.24 -4.91 -13.29  0.3011
140 C 3.20 -4.77 -14.34  -0.3811
141 C 1.91 -4.68 -14.02  -0.4116
142 C 1.46 -4.72 -12.61  0.3928
143 O 0.28 -4.65 -12.31  -0.5306
144 C 2.50 -4.87 -11.56  -0.2784
145 C 3.79 -4.96 -11.88  -0.3895
146 H 3.54 -4.74 -15.36  0.4003
147 H 1.13 -4.58 -14.77  0.4207
148 H 2.15 -4.90 -10.54  0.5272
149 H 4.57 -5.06 -11.13  0.4348

Total charge   0
HOMO energy   -8.821 eV
Structure (SMILES)   Cc1ccccc1C[C@H](CC(N)(N)N)OC[C@](CCCO)(CCC(F)(F)C(F)(F)C(F)(F)C(F)(F)S(F)(F)(F)(F)F)O[C@H](Br)C[C@H](O)CN.O=C1C=CC(=O)C=C1.O=C1C=CC(=O)C=C1.O=C1C=CC(=O)C=C1.O=C1C=CC(=O)C=C1.O=C1C=CC(=O)C=C1
LUMO level   -1.92 eV

***

Entry 2:
DFT (the ωB97M-V functional and the def2-TZVPD basis) results for a single C4H8O2 molecule at a distorted geometry.

Last column: natural (NBO) charge in e.
Element x y z (Å)
1 C -1.08 1.25 1.23  -0.2482
2 O 0.24 0.86 0.96  -0.5714
3 C 0.58 -0.52 0.64  -0.0639
4 C 1.01 -0.38 -0.81  -0.6000
5 C 0.15 -1.03 -1.85  0.4435
6 O 0.45 -1.20 -3.00  -0.5192
7 H -1.50 1.90 0.43  0.1755
8 H -1.06 1.83 2.16  0.1883
9 H -1.73 0.38 1.34  0.1706
10 H -0.29 -1.18 0.78  0.1792
11 H 1.38 -0.82 1.32  0.2031
12 H 2.08 -0.49 -1.04  0.2399
13 H 0.68 0.71 -0.69  0.3121
14 H -0.87 -1.30 -1.48  0.0905

Total charge   0
Energy relative to the best compared isomer or geometry (same formula, charge and spin)   60.86 kcal per mole
HOMO energy   -9.683 eV
Structure (SMILES)   COCCC=O
LUMO level   0.89 eV

***

Entry 3:
DFT (the ωB97M-V functional and the def2-TZVPD basis) results for 11 unconnected molecules or ions with the total composition C21H35Cl30NO at a distorted geometry.

Last column: Mulliken charge in e.
Element x y z (Å)
1 C 1.40 3.26 1.47  -0.5918
2 C 2.18 1.91 0.91  -0.1580
3 C 2.06 1.69 -0.71  0.3618
4 C 3.60 1.27 -1.22  -1.3677
5 C 1.08 0.47 -1.18  -0.4124
6 O 1.11 -0.70 -0.28  -0.0463
7 C 1.95 -1.79 -0.79  -0.0212
8 C -0.48 0.88 -1.46  -0.0869
9 N -0.72 2.36 -1.67  -0.5080
10 C -1.42 0.20 -0.29  -0.1540
11 C -2.98 0.72 -0.29  0.3587
12 C -3.64 0.93 -1.78  -0.6793
13 C -3.87 -0.51 0.42  -0.0681
14 H 0.85 3.86 0.63  0.2805
15 H 0.69 2.94 2.37  0.1848
16 H 2.20 4.01 1.94  -0.0848
17 H 3.33 2.10 1.14  0.2356
18 H 1.87 0.99 1.57  -0.0005
19 H 1.85 2.73 -1.21  0.4694
20 H 3.57 0.91 -2.34  0.2966
21 H 4.07 0.49 -0.48  0.2547
22 H 4.22 2.28 -1.20  0.3716
23 H 1.52 0.08 -2.22  0.4507
24 H 3.04 -1.48 -1.10  0.2173
25 H 2.08 -2.56 0.11  -0.3938
26 H 1.43 -2.43 -1.66  0.2051
27 H -0.79 0.35 -2.48  0.2060
28 H -0.46 2.94 -0.85  0.2017
29 H -0.08 2.62 -2.48  0.1867
30 H -0.99 0.44 0.79  0.1995
31 H -1.48 -0.99 -0.38  -0.4677
32 H -3.10 1.64 0.43  0.2339
33 H -3.16 0.26 -2.61  0.1760
34 H -4.81 0.73 -1.66  0.0578
35 H -3.57 2.08 -2.10  0.2526
36 H -3.48 -0.74 1.50  0.0791
37 H -3.63 -1.46 -0.26  -0.2733
38 H -5.03 -0.33 0.33  0.0886
39 Cl 0.18 1.11 -5.84  -0.0862
40 C -0.09 2.83 -6.15  0.0987
41 Cl -1.81 3.23 -6.05  -0.0777
42 Cl 0.84 3.82 -5.00  -0.1520
43 H 0.26 3.06 -7.16  0.1849
44 Cl -1.23 -5.84 0.63  -0.1141
45 C -1.24 -4.13 0.15  0.3282
46 Cl -2.80 -3.70 -0.57  -0.1302
47 Cl -0.89 -3.09 1.55  -0.0424
48 H -0.46 -3.97 -0.60  -0.0333
49 Cl 0.92 -9.24 0.26  -0.1143
50 C 0.66 -8.43 -1.30  0.0667
51 Cl 1.53 -6.89 -1.34  -0.0850
52 Cl 1.17 -9.47 -2.64  -0.1319
53 H -0.41 -8.23 -1.41  0.2620
54 Cl -6.36 0.81 -4.53  -0.0915
55 C -7.70 0.16 -3.57  -0.0545
56 Cl -7.12 -1.07 -2.44  -0.0877
57 Cl -8.53 1.46 -2.70  -0.1253
58 H -8.42 -0.30 -4.25  0.3518
59 Cl 4.84 4.77 2.22  -0.0893
60 C 4.88 6.12 3.37  -0.0830
61 Cl 4.37 7.62 2.59  -0.1295
62 Cl 3.85 5.77 4.77  -0.0818
63 H 5.91 6.25 3.72  0.3624
64 Cl 2.26 -4.72 1.61  -0.0560
65 C 2.66 -3.61 2.93  0.3858
66 Cl 1.54 -3.83 4.29  -0.1409
67 Cl 4.33 -3.85 3.45  -0.1161
68 H 2.55 -2.59 2.56  -0.1092
69 Cl -2.86 0.68 -8.18  -0.0788
70 C -1.77 0.77 -9.57  0.0415
71 Cl -2.70 0.95 -11.07  -0.1234
72 Cl -0.63 2.12 -9.39  -0.1196
73 H -1.20 -0.16 -9.63  0.2911
74 Cl -6.62 0.02 5.27  -0.1338
75 C -6.41 -0.83 3.73  0.0355
76 Cl -6.65 0.28 2.37  -0.1041
77 Cl -4.81 -1.58 3.65  -0.0803
78 H -7.16 -1.62 3.67  0.3008
79 Cl 2.27 3.69 7.77  -0.1217
80 C 3.28 2.51 6.91  -0.0108
81 Cl 2.56 2.09 5.35  -0.0326
82 Cl 4.92 3.13 6.70  -0.1042
83 H 3.33 1.60 7.52  0.2674
84 Cl 6.93 -2.12 5.90  -0.1291
85 C 5.71 -2.04 7.17  -0.0038
86 Cl 5.51 -0.37 7.74  -0.1037
87 Cl 4.16 -2.69 6.60  -0.0772
88 H 6.04 -2.64 8.02  0.3228

Total charge   0
HOMO energy   -8.889 eV
Structure (SMILES)   CC[C@@H](C)[C@@H](OC)[C@H](N)CC(C)C.ClC(Cl)Cl.ClC(Cl)Cl.ClC(Cl)Cl.ClC(Cl)Cl.ClC(Cl)Cl.ClC(Cl)Cl.ClC(Cl)Cl.ClC(Cl)Cl.ClC(Cl)Cl.ClC(Cl)Cl
LUMO level   0.26 eV